DFT (ωB97M-V with the def2-TZVPD basis set) results for 8 unconnected molecules or ions with the total composition C22H65N9O8.

Output
Highest occupied orbital energy, eV: -8.456
Charge: 0

Cartesian coordinates (Å):
C: 3.553 -1.045 0.358
O: 2.564 -0.033 0.347
C: 1.737 -0.070 -0.779
C: 0.762 1.098 -0.774
C: -0.026 1.041 0.536
N: -0.164 1.019 -1.902
H: 3.178 -2.016 0.005
H: 3.837 -1.094 1.404
H: 4.346 -0.790 -0.353
H: 2.306 -0.095 -1.727
H: 1.185 -1.026 -0.816
H: 1.311 2.045 -0.789
H: -0.904 1.669 0.365
H: 0.542 1.410 1.386
H: -0.315 0.013 0.758
H: -0.821 0.287 -1.646
H: 0.250 0.735 -2.782
C: -0.889 -1.944 3.075
O: -2.089 -1.232 3.259
C: -3.031 -1.396 2.218
C: -4.180 -0.444 2.504
C: -4.784 -0.602 3.888
N: -5.200 -0.603 1.433
H: -0.229 -1.684 3.904
H: -0.356 -1.508 2.220
H: -1.061 -3.020 3.010
H: -2.564 -1.069 1.281
H: -3.380 -2.434 2.147
H: -3.799 0.568 2.351
H: -5.159 -1.593 4.151
H: -5.615 0.092 4.027
H: -4.025 -0.332 4.629
H: -5.781 0.224 1.409
H: -5.795 -1.379 1.706
C: 0.779 -5.021 8.159
O: 1.251 -3.896 7.461
C: 1.900 -4.272 6.254
C: 2.632 -3.030 5.745
C: 3.143 -3.215 4.328
N: 3.766 -2.653 6.602
H: 0.278 -4.687 9.073
H: 1.571 -5.675 8.543
H: 0.047 -5.579 7.568
H: 2.584 -5.123 6.341
H: 1.116 -4.541 5.528
H: 1.898 -2.221 5.788
H: 3.764 -4.126 4.333
H: 3.841 -2.416 4.089
H: 2.387 -3.424 3.574
H: 3.509 -2.818 7.575
H: 4.471 -3.383 6.467
C: -0.010 -2.026 -5.769
O: 0.574 -1.536 -4.566
C: 1.893 -2.005 -4.339
C: 1.980 -3.155 -3.351
C: 3.422 -3.470 -3.031
N: 1.364 -4.395 -3.896
H: 0.395 -1.491 -6.637
H: -1.062 -1.743 -5.697
H: 0.109 -3.100 -5.908
H: 2.427 -2.264 -5.259
H: 2.372 -1.178 -3.802
H: 1.395 -2.881 -2.463
H: 3.526 -4.250 -2.272
H: 3.897 -2.622 -2.522
H: 3.969 -3.754 -3.927
H: 1.259 -5.026 -3.103
H: 0.389 -4.241 -4.146
C: 1.267 6.623 0.268
O: 0.670 6.412 1.528
C: -0.651 6.882 1.634
C: -1.730 5.872 1.174
C: -1.423 4.466 1.650
N: -1.983 5.928 -0.282
H: 0.733 6.095 -0.525
H: 2.269 6.195 0.297
H: 1.356 7.686 0.022
H: -0.888 7.035 2.687
H: -0.778 7.800 1.055
H: -2.625 6.204 1.712
H: -0.997 4.523 2.665
H: -0.686 3.902 1.078
H: -2.282 3.806 1.796
H: -2.789 5.338 -0.451
H: -1.191 5.513 -0.758
N: 1.120 3.707 -6.113
C: 0.458 2.616 -5.605
N: 1.178 1.455 -5.764
O: -0.502 2.714 -4.860
H: 0.655 4.596 -6.072
H: 1.914 3.625 -6.723
H: 0.730 0.610 -5.448
H: 1.894 1.451 -6.468
N: -4.258 -1.069 -4.653
C: -3.231 -0.225 -4.277
N: -2.884 0.639 -5.272
O: -2.709 -0.305 -3.186
H: -4.660 -1.068 -5.574
H: -4.421 -1.918 -4.144
H: -2.205 1.382 -5.211
H: -3.342 0.506 -6.156
O: -0.135 4.183 -2.396
H: 0.061 3.879 -3.291
H: -0.176 3.368 -1.880


DFT (ωB97M-V with the def2-TZVPD basis set) results for 2 unconnected molecules or ions with the total composition CH3BrClN.

Output
Highest occupied orbital energy, eV: -10.369
Charge: 0

Cartesian coordinates (Å):
H: 1.129 2.055 -0.534
N: 0.346 1.939 0.067
C: 0.262 0.777 0.433
Br: 1.308 -0.816 -0.145
H: -0.405 0.510 1.156
Cl: -1.735 -1.731 -0.432
H: -0.904 -2.735 -0.545


DFT (ωB97M-V with the def2-TZVPD basis set) results for 10 unconnected molecules or ions with the total composition C45H63N10O.

Output
Highest occupied orbital energy, eV: -9.111
Charge: +1

Cartesian coordinates (Å):
C: -41.295 4.133 31.368
C: -42.320 4.434 32.478
C: -41.645 4.543 33.908
C: -42.598 5.266 34.977
C: -42.953 6.644 34.607
C: -43.829 6.565 33.273
N: -43.155 5.669 32.211
O: -43.282 6.032 30.994
C: -43.929 8.073 32.665
C: -45.250 6.050 33.482
C: -43.383 3.193 32.484
H: -40.613 3.501 31.458
H: -40.674 5.048 31.143
H: -41.862 3.884 30.302
H: -40.607 4.997 33.842
H: -41.311 3.543 34.450
H: -42.094 5.200 35.750
H: -43.479 4.681 35.293
H: -42.036 7.006 34.366
H: -43.424 7.186 35.417
H: -44.451 8.878 33.224
H: -44.464 8.211 31.860
H: -42.963 8.274 32.386
H: -45.600 6.257 32.558
H: -45.997 6.517 34.207
H: -44.953 4.971 33.655
H: -43.867 3.254 31.690
H: -44.103 3.298 33.311
H: -42.768 2.091 32.674
N: -43.709 10.714 38.176
C: -43.340 10.204 36.862
C: -44.473 10.386 35.851
C: -45.524 11.093 36.729
C: -45.008 11.234 38.176
H: -42.920 10.608 39.030
H: -42.245 9.888 36.915
H: -44.350 10.315 34.857
H: -46.393 11.302 36.300
H: -45.346 11.641 39.194
N: -49.542 8.958 36.882
C: -49.796 9.186 35.526
C: -48.431 8.911 34.702
C: -47.530 8.494 35.776
C: -48.211 8.539 37.207
H: -50.156 8.951 37.527
H: -50.781 9.398 35.172
H: -48.285 8.996 33.568
H: -46.542 8.259 35.619
H: -48.089 8.276 38.145
N: -45.486 4.650 37.364
C: -44.325 4.601 38.188
C: -43.893 6.171 38.331
C: -44.986 6.829 37.583
C: -45.937 5.875 37.037
H: -45.998 3.861 37.115
H: -43.956 3.779 38.690
H: -42.946 6.532 38.582
H: -45.246 8.011 37.558
H: -47.036 5.836 36.572
N: -46.357 1.516 36.918
C: -45.576 1.888 35.817
C: -46.443 2.595 34.755
C: -47.767 2.697 35.490
C: -47.619 2.008 36.886
H: -45.922 0.834 37.674
H: -44.440 1.645 35.857
H: -46.212 2.887 33.606
H: -48.594 3.094 35.005
H: -48.310 1.699 37.538
N: -37.146 4.728 34.950
C: -37.274 3.765 33.990
C: -37.853 4.460 32.713
C: -38.096 5.869 33.116
C: -37.606 5.945 34.557
H: -36.612 4.638 35.727
H: -36.982 2.719 34.161
H: -38.055 4.011 31.676
H: -38.506 6.626 32.509
H: -37.688 6.607 35.485
N: -39.781 -0.686 35.167
C: -40.909 -1.570 34.946
C: -42.118 -0.709 35.251
C: -41.585 0.653 35.837
C: -40.071 0.582 35.578
H: -38.692 -0.920 35.238
H: -40.784 -2.621 34.645
H: -43.295 -1.051 35.203
H: -42.158 1.665 36.384
H: -39.516 1.387 35.814
N: -38.990 10.100 34.360
C: -40.224 10.533 33.653
C: -41.314 9.810 34.486
C: -40.590 9.137 35.589
C: -39.156 9.361 35.421
H: -38.039 10.269 34.135
H: -40.177 11.092 32.737
H: -42.225 9.952 34.391
H: -40.971 8.656 36.331
H: -38.216 8.891 35.980
N: -39.521 8.164 28.623
C: -40.593 9.034 28.614
C: -41.230 8.969 30.046
C: -40.314 8.030 30.920
C: -39.313 7.477 29.875
H: -38.823 7.922 27.885
H: -40.926 9.621 27.864
H: -42.124 9.538 30.420
H: -40.295 7.910 32.086
H: -38.596 6.661 30.071
N: -39.294 1.376 30.621
C: -40.319 1.276 29.831
C: -41.428 0.656 30.546
C: -41.009 0.405 31.939
C: -39.623 0.914 31.964
H: -38.494 1.782 30.268
H: -40.301 1.483 28.837
H: -42.271 0.510 30.242
H: -41.420 -0.116 32.816
H: -39.030 0.827 32.833


F_max in hartree/bohr, matching the order above: 0.0406; 0.0550; 0.2713
Frontier orbital gap in eV, matching the order above: 8.79; 10.89; 3.92